w.
A 2-piece molecular cluster, C4H12O3 overall, computed with wB97M-V/def2-TZVPD.

Geometry (Å):
O1 0.34053 1.17934 2.67161
C1 -0.25455 0.76803 1.40215
C2 0.22328 -0.66761 1.24018
C3 0.18779 -1.34396 -0.18207
C4 1.09778 -0.55358 -1.14540
O2 0.74447 -0.90019 -2.50355
H1 1.29540 1.19499 2.54442
H2 -1.30571 0.95890 1.61698
H3 0.12511 1.59844 0.76535
H4 1.31340 -0.60887 1.39531
H5 -0.27017 -1.32233 1.95827
H6 -0.86743 -1.42197 -0.49996
H7 0.55338 -2.37514 -0.03939
H8 2.17661 -0.76510 -1.05807
H9 0.96719 0.53047 -0.97891
H10 -0.18779 -0.65510 -2.45922
O3 -1.96668 1.10358 -1.30811
H11 -2.35906 1.98585 -1.26164
H12 -1.95630 0.74680 -0.40825

Its SMILES is OCCCCO.O. For the HOMO energy, the calculation gives -0.37107 Eh. The orbital gap is 10.7 eV. The value obtained for the LUMO energy is 0.62 eV. As for the spin multiplicity: 1.

---

x.
A 4-piece molecular cluster, C4H12O3 overall, computed with wB97M-V/def2-TZVPD.

Geometry (Å):
C1 1.49457 1.73934 -2.69471
C2 1.17813 0.73959 -1.85739
C3 1.59993 -0.62793 -2.23668
C4 0.95315 -1.70918 -1.78286
H1 1.74004 1.45030 -3.71366
H2 1.74181 2.77858 -2.50981
H3 0.44324 0.68802 -1.06100
H4 2.43926 -0.83730 -2.88961
H5 1.32393 -2.71506 -1.92133
H6 0.00858 -1.55477 -1.27503
O1 0.40210 1.01187 1.89439
H7 1.23947 0.68079 2.22821
H8 -0.23295 0.87746 2.61347
O2 -2.39195 -1.14736 1.04388
H9 -2.39251 -2.01209 0.63388
H10 -2.56372 -0.53283 0.32202
O3 -1.96374 0.19460 3.50073
H11 -1.60469 -0.45275 4.12487
H12 -1.73145 -0.25799 2.67233

Its SMILES is C=CC=C.O.O.O. For the HOMO energy, the calculation gives -0.31664 Eh. The orbital gap is 9.1 eV. The value obtained for the LUMO energy is 0.52 eV. As for the spin multiplicity: 1.

---

y.
A 3-piece molecular cluster, C4H12O3 overall, computed with wB97M-V/def2-TZVPD.

Geometry (Å):
C1 2.13053 -1.22990 -0.37910
C2 1.72237 0.13729 -0.81067
C3 0.55234 0.78697 -0.54138
C4 0.21548 1.99406 -1.28569
O1 -0.28385 0.13972 0.43741
H1 1.17760 -1.71300 -0.36698
H2 2.72254 -1.83638 -1.16524
H3 2.63241 -1.20110 0.57462
H4 2.35713 0.48168 -1.73921
H5 -0.16306 2.74085 -0.63620
H6 1.09364 2.47884 -1.62413
H7 -0.30476 1.83371 -2.27195
H8 -0.54868 0.79775 1.15064
O2 -2.61062 -3.68154 0.30673
H9 -1.85705 -3.51355 -0.21908
H10 -2.30294 -4.29345 0.94482
O3 -1.88119 1.91051 2.34186
H11 -2.00828 1.85828 3.35556
H12 -2.64363 2.30927 1.92799

Its SMILES is C/C=C(/C)O.O.O. For the HOMO energy, the calculation gives -0.30560 Eh. The orbital gap is 8.8 eV. The value obtained for the LUMO energy is 0.49 eV. As for the spin multiplicity: 1.

---

Which structure is most stable? w, by 12.7 kcal/mol over the runner-up.

---

w.
An isolated ion of composition C4H13N2 and charge +1, computed with wB97M-V/def2-TZVPD.

Geometry (Å):
C1 2.19096 -0.08604 0.76173
C2 0.67562 -0.31862 0.55629
N1 0.55839 -1.13731 -0.70587
C3 -0.16285 0.93706 0.38475
C4 -1.67432 0.66687 0.25513
N2 -2.02138 0.02915 -1.08245
H1 2.67477 -0.18034 -0.23260
H2 2.56096 -0.74286 1.55570
H3 2.35144 0.96589 0.98350
H4 0.38128 -0.93585 1.38186
H5 1.03055 -2.00986 -0.67130
H6 0.94109 -0.59172 -1.49060
H7 -0.47161 -1.13177 -0.98669
H8 -0.09263 1.47728 1.33502
H9 0.25342 1.54729 -0.40936
H10 -2.25181 1.57198 0.40018
H11 -1.94267 -0.22411 0.83357
H12 -2.13001 0.64522 -1.87822
H13 -2.87122 -0.48229 -0.99065

Its SMILES is C[C@H]([NH3+])CCN. The net charge is +1. For the HOMO energy, the calculation gives -0.51956 Eh. The orbital gap is 11.1 eV. The value obtained for the LUMO energy is -3.01 eV. As for the spin multiplicity: 1.

---

x.
An isolated ion of composition C4H13N2 and charge +1, computed with wB97M-V/def2-TZVPD.

Geometry (Å):
C1 -1.85789 -0.13636 0.28703
N1 -0.38576 -0.41995 0.30777
C2 -0.04715 -1.34129 1.44673
C3 0.37606 0.88253 0.37389
C4 0.97652 1.16739 -1.01962
N2 1.13029 -0.06280 -1.78893
H1 -2.37798 -1.09638 0.26831
H2 -2.15297 0.45190 -0.57135
H3 -2.11955 0.30585 1.23141
H4 -0.12863 -0.78135 -0.63123
H5 0.08913 -0.70940 2.31761
H6 0.94432 -1.74868 1.23893
H7 -0.78909 -2.12755 1.47037
H8 -0.28816 1.70518 0.60301
H9 1.15741 0.78340 1.11713
H10 0.33090 1.85139 -1.56287
H11 1.90980 1.71228 -0.85902
H12 1.93387 -0.59419 -1.46683
H13 1.29888 0.15801 -2.76235

Its SMILES is C[NH+](C)CCN. The net charge is +1. For the HOMO energy, the calculation gives -0.53106 Eh. The orbital gap is 11.7 eV. The value obtained for the LUMO energy is -2.76 eV. As for the spin multiplicity: 1.

---

y.
An isolated ion of composition C4H13N2 and charge +1, computed with wB97M-V/def2-TZVPD.

Geometry (Å):
C1 0.23851 -2.31965 1.12468
C2 0.48974 -0.90282 1.57900
N1 0.44914 0.06601 0.40993
C3 -0.76168 0.12376 -0.46160
C4 -0.80845 1.56760 -1.16407
N2 0.57493 1.87427 -1.63142
H1 -0.49893 -2.29089 0.31899
H2 -0.31793 -3.02363 1.71582
H3 1.15622 -2.74558 0.71665
H4 1.41278 -0.75533 2.13775
H5 -0.25926 -0.52625 2.29224
H6 0.34353 1.01408 0.77484
H7 1.28856 0.03642 -0.16306
H8 -0.52473 -0.53158 -1.30721
H9 -1.67371 0.06795 0.13925
H10 -1.50064 1.49269 -1.99374
H11 -1.09365 2.29624 -0.41206
H12 0.67211 1.71622 -2.62761
H13 0.81349 2.84051 -1.44839

Its SMILES is CC[NH2+]CCN. The net charge is +1. For the HOMO energy, the calculation gives -0.51789 Eh. The orbital gap is 11.1 eV. The value obtained for the LUMO energy is -3.03 eV. As for the spin multiplicity: 1.

---

Which structure is most stable? w, by 3.3 kcal/mol over the runner-up.

---

w.
A 2-piece molecular cluster, C5H11N4O overall, computed with wB97M-V/def2-TZVPD.

Geometry (Å):
C1 2.11673 -0.38066 0.01887
C2 -1.03017 -0.88837 1.04262
C3 0.47273 1.43170 -0.09974
C4 -3.04767 -0.68367 -0.35717
C5 1.13966 0.31445 -0.64065
N1 2.78491 -1.39134 -0.51328
N2 -0.11296 -0.74799 1.84194
N3 -0.19613 2.27467 -0.87561
N4 -1.71708 -0.91274 0.07328
O1 0.46440 1.70695 1.17819
H1 2.40651 -0.09452 1.02254
H2 -3.32591 0.36149 -0.21608
H3 -3.74491 -1.31092 0.19932
H4 -3.10320 -0.93957 -1.41399
H5 0.93266 0.07286 -1.67285
H6 3.56492 -1.81819 -0.04046
H7 2.58181 -1.70124 -1.45187
H8 0.13049 -1.44224 2.52537
H9 -0.16660 2.21359 -1.87861
H10 -0.63979 3.07613 -0.45030
H11 0.48958 0.85960 1.70848

The net charge is +1. For the HOMO energy, the calculation gives -0.47159 Eh. The orbital gap is 9.6 eV. The value obtained for the LUMO energy is -3.25 eV. As for the spin multiplicity: 1.

---

x.
A 3-piece molecular cluster, C5H11N4O overall, computed with wB97M-V/def2-TZVPD.

Geometry (Å):
C1 -0.13336 -2.46747 1.19882
C2 -0.93011 -2.92411 2.17621
C3 -0.30883 -1.02154 1.27656
C4 0.29356 1.43281 0.65424
C5 0.29059 0.00505 0.65654
N1 -1.63715 -1.98384 2.82873
N2 -1.31430 -0.87428 2.29759
N3 1.64443 -0.81917 -0.67391
N4 0.20043 2.30818 -4.75288
O1 -0.41374 1.94984 1.80556
H1 0.44049 -3.10597 0.63117
H2 -0.93303 -3.98237 2.38102
H3 1.32202 2.07278 0.61964
H4 -0.21609 1.76566 -0.25721
H5 -1.71785 0.03469 2.55436
H6 1.98747 -1.63935 -0.21624
H7 2.38716 -0.15383 -0.70824
H8 0.28159 1.54058 -4.11566
H9 0.07629 2.49252 -5.76751
H10 0.00792 3.15979 -4.27773
H11 -1.32749 2.21003 1.68895

The net charge is +1. For the HOMO energy, the calculation gives -0.42189 Eh. The orbital gap is 5.0 eV. The value obtained for the LUMO energy is -6.47 eV. As for the spin multiplicity: 1.

---

Which structure is most stable? w, by 143.2 kcal/mol over the runner-up.

---

w.
A 2-piece molecular cluster, C5H11N4O overall, computed with wB97M-V/def2-TZVPD.

Geometry (Å):
C1 -2.62901 -0.67955 0.01170
C2 -2.68331 -1.64206 0.75517
C3 0.78670 -0.47789 -0.00882
C4 0.86087 0.33384 -1.08905
C5 2.31293 0.54406 -1.49868
N1 -0.07455 0.58708 -1.99225
N2 0.76353 -0.38192 1.19835
N3 0.95797 2.00591 1.29036
N4 -2.38968 -2.49548 1.77076
O1 0.55092 1.07327 2.01534
H1 -3.00520 -0.04601 -0.75501
H2 -1.06294 0.35209 -1.73447
H3 2.51766 1.63012 -1.96708
H4 2.53380 -0.14600 -2.39300
H5 2.99847 0.28625 -0.70289
H6 0.04340 1.13987 -2.88780
H7 1.93045 2.16852 1.10343
H8 0.34670 2.45864 0.63277
H9 -2.64460 -2.22640 2.71907
H10 -2.81487 -3.34482 1.61662
H11 0.70076 -1.13950 1.91546

The net charge is +1. For the HOMO energy, the calculation gives -0.45614 Eh. The orbital gap is 8.7 eV. The value obtained for the LUMO energy is -3.71 eV. As for the spin multiplicity: 1.

---

x.
An isolated ion of composition C5H11N4O and charge +1, computed with wB97M-V/def2-TZVPD.

Geometry (Å):
C1 0.46907 1.02665 -0.26740
C2 -0.92546 0.86993 0.23579
C3 -1.97228 1.34437 -0.38576
C4 -0.40852 -1.63777 -0.64565
C5 2.76874 -0.18032 -0.02580
N1 0.89607 2.06373 -0.81889
N2 1.28511 -0.00510 0.28475
N3 -1.48843 -1.98896 -0.04470
N4 0.56819 -1.31834 0.44509
O1 -3.15870 1.41476 0.09578
H1 -1.16303 0.42758 1.28929
H2 -1.65430 1.70610 -1.37009
H3 3.00668 -1.22093 0.06153
H4 3.18893 0.36701 -0.94622
H5 3.19566 0.38547 0.92543
H6 1.94235 2.19949 -0.93812
H7 -2.35203 -2.10075 -0.52781
H8 -1.57211 -2.09596 1.01008
H9 -0.06922 -1.16185 1.29732
H10 1.19138 -2.13110 0.67551
H11 -3.74809 2.03599 -0.35014

The net charge is +1. For the HOMO energy, the calculation gives -0.46493 Eh. The orbital gap is 8.9 eV. The value obtained for the LUMO energy is -3.74 eV. As for the spin multiplicity: 1.

---

Which structure is most stable? x, by 34.0 kcal/mol over the runner-up.

---

w.
A 2-piece molecular cluster, C5H8NO2 overall, computed with wB97M-V/def2-TZVPD.

Geometry (Å):
C1 -3.95323 0.62633 -1.32478
C2 -0.94066 1.33882 -0.09320
C3 2.17314 0.32425 1.37727
C4 0.80788 -0.04029 0.91960
C5 0.22410 -1.44576 0.92806
N1 0.15619 0.77190 0.23188
O1 -5.02844 1.04827 -1.18900
O2 -2.85605 0.28678 -1.39020
H1 -1.05690 1.72127 -1.11671
H2 -1.70165 1.55907 0.65711
H3 1.40571 0.26426 2.33181
H4 2.57189 1.26105 1.23542
H5 3.10582 -0.49467 1.51328
H6 0.47494 -1.81903 1.91724
H7 0.64558 -2.02766 0.12725
H8 -0.83424 -1.32197 0.81455

The net charge is +1. For the HOMO energy, the calculation gives -0.57181 Eh. The orbital gap is 10.7 eV. The value obtained for the LUMO energy is -4.83 eV. As for the spin multiplicity: 1.

---

x.
An isolated ion of composition C5H8NO2 and charge +1, computed with wB97M-V/def2-TZVPD.

Geometry (Å):
C1 2.73985 0.30852 0.12792
C2 -0.48688 1.35061 0.12546
C3 2.22754 -0.94736 0.15649
C4 0.79070 -0.62191 -0.32311
C5 -1.81865 0.65073 0.19904
N1 0.64470 0.79029 -0.07600
O1 -0.53465 2.67535 0.02626
O2 3.32365 1.22182 -0.08794
H1 2.82012 -1.75312 -0.28490
H2 2.16129 -1.32776 1.15148
H3 0.82288 -0.78946 -1.41802
H4 -0.06434 -1.17833 0.09112
H5 -2.37137 1.26812 0.85847
H6 -1.64954 -0.39925 0.25502
H7 -2.26542 0.88247 -0.75422
H8 0.34440 3.10019 0.04070

The net charge is +1. For the HOMO energy, the calculation gives -0.52942 Eh. The orbital gap is 9.8 eV. The value obtained for the LUMO energy is -4.60 eV. As for the spin multiplicity: 1.

---

Which structure is most stable? x, by 5.6 kcal/mol over the runner-up.